Density functional theory data (ωB97M-V with the def2-TZVPD basis set) for an isolated molecule of C10H18N2 at a distorted geometry.

```
30
C10H18N2 (ωB97M-V with the def2-TZVPD basis set)
C 3.58824 0.71621 -0.79589
C 2.57879 1.85802 -0.34083
C 1.82439 1.28056 0.87963
C 1.08476 0.02552 0.50039
C -0.26428 0.12388 -0.31770
C -1.43740 -0.35935 0.55198
C -2.88604 -0.07997 0.00750
C -3.25550 -0.93450 -1.17638
C -3.79800 0.71601 0.57769
N -4.85481 1.35682 0.95324
N 1.63022 -1.03009 0.81207
C 1.27550 -2.40167 0.59664
H 4.36496 0.99360 -1.48922
H 3.03072 -0.17236 -1.22259
H 3.86335 0.19290 0.04157
H 1.82990 1.88780 -1.12597
H 3.03421 2.81215 -0.14220
H 1.09216 1.97572 1.16379
H 2.49271 1.26683 1.74443
H -0.34173 -0.43941 -1.25990
H -0.39430 1.21806 -0.58186
H -1.50720 -1.37257 0.83972
H -1.40442 0.04463 1.62280
H -3.31326 -1.99959 -0.83819
H -2.40125 -0.97560 -1.83924
H -4.29970 -0.74742 -1.65552
H -5.00435 2.38135 0.79161
H 2.05733 -3.01664 0.38823
H 0.81275 -2.66185 1.59385
H 0.60225 -2.65906 -0.27966
```

The structure (SMILES) is CCC/C(CCC(C)=C=N)=N/C. For the largest force on an atom, the calculation gives 4.29 eV/Å. The value obtained for the relative energy (zero: lowest compared OMol25 entry of this formula, charge and spin) is 3.671 eV. Its HOMO energy is -8.40 eV. The total charge is 0.



Density functional theory data (ωB97M-V with the def2-TZVPD basis set) for an isolated molecule of C10H18N2O3S.

```
34
C10H18N2O3S (ωB97M-V with the def2-TZVPD basis set)
C -4.49895 1.48052 0.97341
C -3.34952 1.31072 0.34842
C -2.29709 2.36864 0.20491
N -1.00018 1.89291 0.63384
C -0.02670 1.57367 -0.26809
O -0.11208 1.81113 -1.45699
N 1.08291 1.00633 0.29365
C 2.13491 0.51070 -0.55862
C 3.19193 -0.25633 0.24492
C 2.70345 -1.54836 0.89141
S 1.60576 -1.28868 2.34204
C 0.04192 -1.97220 1.71374
C 1.60062 -0.35833 -1.70127
O 2.17679 -0.50459 -2.74373
O 0.46302 -0.98317 -1.38019
C -0.17441 -1.70512 -2.42628
H -5.23190 0.69542 1.04790
H -4.76176 2.42295 1.42571
H -3.09770 0.35943 -0.10239
H -2.57055 3.26462 0.77127
H -2.17847 2.63346 -0.85147
H -0.91098 1.58843 1.58943
H 1.06649 0.66625 1.24517
H 2.62553 1.36026 -1.05601
H 3.58739 0.40554 1.01825
H 4.00644 -0.50694 -0.43842
H 2.15433 -2.16917 0.18749
H 3.56035 -2.10843 1.26699
H -0.22267 -1.47977 0.78310
H 0.15299 -3.04327 1.56930
H -0.70930 -1.78039 2.47340
H 0.56073 -2.28531 -2.98730
H -0.90529 -2.35760 -1.95329
H -0.66800 -1.00333 -3.10031
```

The structure (SMILES) is C=CCNC(=O)N[C@@H](CCSC)C(=O)OC. For the largest force on an atom, the calculation gives 0.59 eV/Å. The value obtained for the relative energy (zero: lowest compared OMol25 entry of this formula, charge and spin) is 0.736 eV. Its HOMO energy is -8.91 eV. The total charge is 0.



Density functional theory data (ωB97M-V with the def2-TZVPD basis set) for an isolated molecule of C10H18N2O5S at a distorted geometry.

```
36
C10H18N2O5S (ωB97M-V with the def2-TZVPD basis set)
C -5.42008 1.85268 0.74705
S -5.84188 0.37847 -0.26822
C -4.44714 -0.61503 0.17586
C -3.09517 -0.01979 -0.26100
C -1.97035 -1.01536 0.03994
N -1.68328 -1.27488 1.46414
C -0.74465 -0.51692 -0.69099
O -0.72820 -0.03974 -1.82021
N 0.40096 -0.75924 0.03320
C 1.70632 -0.56250 -0.60033
C 2.07815 1.00228 -0.61268
C 3.54457 1.40247 -1.03356
C 4.50809 1.27675 0.17178
O 5.42432 0.51476 0.32982
O 4.16920 2.09682 1.21748
C 2.83160 -1.34585 0.07196
O 2.79152 -1.53749 1.28837
O 3.89978 -1.70730 -0.69481
H -4.41488 2.16216 0.52685
H -6.14803 2.58902 0.44887
H -5.51120 1.62091 1.79050
H -4.60131 -1.62004 -0.23636
H -4.43762 -0.86513 1.23756
H -3.13232 0.04357 -1.35120
H -2.91598 0.97067 0.21112
H -2.30809 -1.98637 -0.42010
H -1.77123 -0.37424 1.96968
H -2.37152 -1.91274 1.86414
H 0.25917 -1.11442 0.99937
H 1.64812 -0.92211 -1.65991
H 1.21414 1.46838 -1.21727
H 1.91184 1.36778 0.41310
H 3.46074 2.47267 -1.32448
H 3.86589 0.87367 -1.96077
H 4.67029 1.78658 1.93241
H 4.62721 -1.74584 -0.02674
```

The structure (SMILES) is CSCC[C@H](N)C(=O)N[C@@H](CCC(=O)O)C(=O)O. For the largest force on an atom, the calculation gives 3.22 eV/Å. The value obtained for the relative energy (zero: lowest compared OMol25 entry of this formula, charge and spin) is 0.854 eV. Its HOMO energy is -8.67 eV. The total charge is 0.



Density functional theory data (ωB97M-V with the def2-TZVPD basis set) for an isolated molecule of C10H18N4O5 at a distorted geometry.

```
37
C10H18N4O5 (ωB97M-V with the def2-TZVPD basis set)
N -0.17857 -1.72592 -1.92493
C -1.44468 -1.70633 -1.40329
O -1.75225 -2.42217 -0.48200
C -2.39216 -0.72657 -2.05389
C -2.10400 0.75137 -1.72648
C -2.08302 1.14169 -0.27581
N -0.83320 0.64331 0.35341
C -0.18079 1.37048 1.30693
O -0.40191 2.53697 1.61345
C 0.88858 0.51074 2.11286
N 0.73680 -0.89007 1.84623
C 2.28873 1.07023 1.70151
C 2.72210 0.78834 0.27572
C 3.29930 -0.62233 0.07592
N 3.51317 -0.95872 -1.24453
O 3.54608 -1.37870 0.99986
C -3.32373 0.71534 0.50635
O -4.43197 0.97091 0.13185
O -3.11540 0.01795 1.61781
H 0.49801 -2.33557 -1.52619
H 0.08654 -1.14366 -2.69225
H -3.41866 -0.96168 -1.80972
H -2.25632 -0.89682 -3.13291
H -1.12569 1.07110 -2.13845
H -2.87971 1.36895 -2.20205
H -2.07831 2.23372 -0.20361
H -0.56091 -0.36971 0.39345
H 0.70609 0.81273 3.14850
H 0.01239 -1.36793 2.36561
H 1.62318 -1.37465 1.93646
H 2.32596 2.13471 1.94458
H 3.05452 0.57954 2.30459
H 3.49266 1.51508 -0.05738
H 1.89483 0.92375 -0.41885
H 4.08513 -1.80171 -1.32752
H 3.79562 -0.23669 -1.91382
H -4.00844 -0.23768 1.89857
```

The structure (SMILES) is NC(=O)CC[C@H](NC(=O)[C@@H](N)CCC(N)=O)C(=O)O. For the largest force on an atom, the calculation gives 2.12 eV/Å. The value obtained for the relative energy (zero: lowest compared OMol25 entry of this formula, charge and spin) is 0.164 eV. Its HOMO energy is -9.05 eV. The total charge is 0.



Density functional theory data (ωB97M-V with the def2-TZVPD basis set) for a structure of composition C10H18NO2 at a distorted geometry.

```
31
C10H18NO2 (ωB97M-V with the def2-TZVPD basis set)
C -0.05281 0.00541 3.29440
C -1.36689 0.58044 2.75205
C 1.09792 0.43244 2.36667
C -1.53750 -0.09939 1.26905
C 0.97712 -0.24928 1.03651
C 0.32693 1.27579 -1.41683
C -0.33300 0.15081 0.42708
C 0.18785 -0.23696 -2.12586
C -0.76456 -0.14510 -3.33762
C 1.54124 -0.76041 -2.52496
N -0.41364 -1.00013 -1.15974
O -0.62743 -2.17452 -1.16772
O -0.53776 1.19713 -0.35386
H 0.22284 0.34079 4.29354
H -0.23009 -1.06144 3.37982
H -2.19337 0.31065 3.46155
H -1.39554 1.68835 2.65114
H 0.96392 1.43847 2.22855
H 2.13853 0.31881 2.78170
H -1.90450 -1.05931 1.42818
H -2.39207 0.21719 0.80362
H 1.88048 -0.09005 0.57297
H 0.92958 -1.36481 1.27973
H 1.30737 1.44007 -1.07653
H -0.16459 2.06961 -2.06095
H -1.24455 -1.07270 -3.60906
H -0.33726 0.34365 -4.15943
H -1.74337 0.35348 -3.04989
H 1.99348 0.13585 -2.89889
H 1.52367 -1.53173 -3.31319
H 2.14801 -1.45311 -1.77203
```

For the largest force on an atom, the calculation gives 4.56 eV/Å. The value obtained for the relative energy (zero: lowest compared OMol25 entry of this formula, charge and spin) is 3.815 eV. Its HOMO energy is -14.08 eV. The total charge is +1.



Density functional theory data (ωB97M-V with the def2-TZVPD basis set) for a structure of composition C10H18O3Si2 at a distorted geometry.

```
33
C10H18O3Si2 (ωB97M-V with the def2-TZVPD basis set)
C -1.16700 4.72932 -0.95700
C -0.85738 3.30244 -0.50300
C -0.83829 3.06268 0.85786
C -0.59598 1.78315 1.31228
C -0.36250 0.77477 0.39116
C -0.13369 -0.64941 0.91730
Si 1.62903 -0.91830 1.48872
O 2.66201 -0.72712 0.13932
Si 3.62558 0.63752 0.20079
C -0.36048 1.01809 -0.95953
C -0.60616 2.31033 -1.41015
H -0.61576 5.47189 -0.37269
H -2.23477 4.89876 -0.74454
H -1.04722 4.84224 -2.03798
H -1.02195 3.88320 1.55037
H -0.59253 1.56337 2.37701
H -0.35866 -1.33851 0.09257
H -0.82661 -0.77633 1.75546
H 1.70994 -2.28827 2.02004
H 1.96220 0.00919 2.59366
H 3.18249 1.68754 -0.73783
H 3.73068 1.20744 1.55547
H 4.98457 0.21749 -0.21549
H -0.17826 0.22330 -1.67768
H -0.62927 2.50225 -2.48111
O -1.72395 -5.50682 -2.23873
C -1.90089 -5.20899 -0.91915
C -0.86216 -4.15075 -0.36822
O -1.02567 -3.86544 0.95785
H -1.82061 -6.07566 -0.21092
H -2.90472 -4.78275 -0.64916
H -0.96149 -3.27148 -1.07250
H 0.13951 -4.56514 -0.65415
```

For the largest force on an atom, the calculation gives 2.31 eV/Å. Its HOMO energy is 2.21 eV. The total charge is -2.



| no. | frontier orbital gap (eV) |
| --- | --- |
| 1 | 9.2 |
| 2 | 9.5 |
| 3 | 9.3 |
| 4 | 9.4 |
| 5 | 8.6 |
| 6 | 2.0 |